Entry from the Open Molecules 2025 dataset: the molecule C14H17NO3 at a distorted geometry (wB97M-V/def2-TZVPD).

```
35
Properties=species:S:1:pos:R:3:forces:R:3
C -2.103694 1.839068 0.380749 -7.15 7.56 -1.73
H -2.804379 1.193091 0.792834 -1.02 -1.20 0.90
H -2.515991 2.128436 -0.733315 0.28 -0.42 2.60
H -2.000525 2.842968 0.915284 -0.71 -1.32 -0.36
C -0.907320 1.422282 0.066939 9.98 -6.88 0.41
N -0.141727 0.954918 1.467849 0.45 0.64 0.02
C 1.032233 1.388946 1.918005 1.93 7.49 -11.41
O 1.774167 2.362336 0.987309 -3.82 -4.63 4.62
C 1.638643 1.084873 3.075131 1.33 -5.63 5.01
H 1.650057 -0.108253 3.029445 0.23 2.04 0.41
C 3.030552 1.690349 3.666311 -12.16 6.77 -2.24
H 3.835356 1.221240 3.806729 6.25 -3.81 0.44
H 2.901859 2.696832 3.029470 1.84 -2.13 1.26
C 2.108380 1.983344 4.912192 -1.64 1.88 3.26
H 1.978979 3.211048 5.144364 0.63 -3.49 -0.31
H 2.345836 1.403158 5.932095 -0.29 1.44 -2.26
C 0.591471 1.439526 4.321991 11.87 7.78 -5.00
H -0.004475 2.200418 4.093348 -2.66 2.81 -0.76
H 0.318966 0.685948 4.705507 -4.25 -9.99 5.46
H -0.478137 0.208186 2.060030 -0.83 -0.19 -0.44
C -0.867638 0.137976 -0.742794 -2.27 -7.22 1.65
C -1.449578 -1.159263 -0.112506 0.58 5.43 -3.16
C -1.617238 -2.288911 -1.019277 -2.90 -0.37 6.77
C -1.094971 -2.358457 -2.145745 4.51 3.62 -8.79
C -0.291450 -0.944534 -2.921342 -2.94 -10.97 0.09
C -0.304378 -0.021881 -2.088143 -0.31 6.00 4.94
H 0.070484 0.883326 -2.352829 1.54 2.86 -1.20
O 0.144081 -1.413290 -4.105773 -0.97 0.77 2.43
C -0.443578 -2.758332 -4.184153 1.80 -0.39 -8.29
O -1.206165 -3.293312 -3.202007 0.60 1.48 2.06
H 0.545971 -3.328109 -4.574603 -2.46 0.38 1.51
H -1.089041 -2.561479 -5.241680 1.16 -1.19 2.84
H -2.239360 -3.117974 -0.677144 0.14 0.04 0.09
H -2.133268 -0.990957 0.757027 0.98 -0.69 -0.64
H -0.122112 2.010772 -0.333247 0.30 1.54 -0.18
```
Positions in Å, forces in eV/Å.

## Properties
E_HOMO, eV: -8.0
ΔE to the lowest compared entry with this formula, charge and spin, kJ/mol: 1465.0
Net charge: 0
SMILES: C[C@@H](NC(=O)C1CCC1)c1ccc2c(c1)OCO2
Lowest unoccupied orbital energy, Ha: 0.009
Energy, a.u.: -823.6348
Gap between HOMO and LUMO, eV: 8.234